[1]
The following is a DFT calculation (ωB97M-V/def2-TZVPD) of 17 unconnected molecules or ions with the total composition C26H42BrCl33NO3 in a non-equilibrium geometry.

Structure (XYZ):
```
106
Properties=species:S:1:pos:R:3:forces:R:3:lowdin_charge:R:1
C 3.1605 0.1359 3.4098 -0.29 -0.50 0.57 -0.0313
O 4.5270 0.5774 3.4635 -0.26 0.53 -0.39 -0.0364
C 4.9135 1.4100 2.4764 0.19 0.17 0.23 -0.4904
O 5.7169 2.2766 2.6448 -0.13 -0.26 -0.22 0.1904
C 4.3089 1.1564 1.1017 -0.21 -0.61 0.39 -0.1884
C 3.4226 2.0637 0.5191 0.03 -0.33 0.12 0.0188
C 2.8798 1.7553 -0.6943 -0.11 0.30 0.15 -0.0254
N 3.1731 0.5942 -1.3276 -0.16 -0.11 0.24 -0.0166
C 2.4815 0.3543 -2.6122 -0.12 1.15 -0.19 -0.0882
C 0.9946 0.1609 -2.2862 0.03 -0.75 0.11 -0.7982
O 0.6496 -0.7856 -1.6574 -0.08 0.09 -0.03 0.0654
Br -0.2538 1.4878 -2.8644 0.26 0.03 -0.09 0.8308
C 4.0128 -0.3078 -0.7978 0.63 -0.91 0.29 -0.2598
C 4.2549 -1.6092 -1.4996 -0.76 0.13 0.20 -0.0045
C 4.6284 -0.0300 0.4346 -0.87 0.56 0.49 -0.5838
Cl 5.6699 -1.1455 1.2163 -0.41 -0.05 -0.35 0.7864
H 2.9398 -0.2757 4.3937 0.15 0.04 -0.03 0.1064
H 3.0051 -0.6711 2.6900 0.10 0.18 -0.15 0.0934
H 2.4668 0.9644 3.2585 0.13 0.00 -0.20 0.1053
H 3.1467 2.9825 1.0190 0.08 -0.01 -0.05 0.1521
H 2.1772 2.4256 -1.1743 0.05 -0.15 -0.15 0.1380
H 2.6425 1.2475 -3.2166 -0.05 -0.11 -0.05 0.1322
H 2.8815 -0.4986 -3.1534 -0.10 -0.08 0.17 0.0730
H 4.7814 -2.3042 -0.8549 0.23 0.14 -0.12 0.0678
H 3.2650 -2.0490 -1.6642 0.18 -0.12 -0.29 0.0905
H 4.7770 -1.4713 -2.4484 0.02 -0.08 0.05 0.1030
C 6.2866 -3.0935 4.8052 0.05 0.13 0.04 -1.0123
Cl 5.1766 -4.1864 5.6359 -0.01 0.04 0.00 0.5406
Cl 6.4826 -3.5381 3.0992 0.10 -0.10 0.06 0.4924
H 5.8890 -2.0859 4.8586 -0.06 -0.03 -0.06 0.0224
H 7.2537 -3.1408 5.2916 -0.05 -0.11 -0.07 -0.0396
C 6.5289 2.5908 -2.6282 0.04 0.06 -0.15 -0.9314
Cl 5.9680 1.7539 -1.1565 1.13 0.80 -0.88 0.7254
Cl 7.0649 1.4466 -3.8542 -0.10 0.02 -0.02 0.5304
H 5.6985 3.1601 -3.0311 -0.02 -0.02 0.05 0.0287
H 7.3464 3.2535 -2.3680 0.05 -0.11 0.07 0.0357
C 2.4656 -3.6607 -4.4841 -0.09 -0.10 0.11 -0.9980
Cl 3.6100 -4.6527 -3.5788 -0.03 0.04 0.01 0.5358
Cl 3.2561 -2.2600 -5.2344 -0.04 0.07 0.02 0.5296
H 2.0133 -4.2658 -5.2606 0.10 0.03 -0.07 0.0320
H 1.7048 -3.2985 -3.8015 0.02 0.01 0.01 0.0170
C -2.8773 -0.9626 -1.5587 0.01 -0.11 0.04 -1.0457
Cl -3.9289 -2.3688 -1.7162 0.03 -0.01 0.01 0.5366
Cl -3.8033 0.5316 -1.3457 0.12 0.10 -0.05 0.5263
H -2.2381 -1.0997 -0.6943 -0.06 0.02 0.04 0.0216
H -2.2796 -0.8710 -2.4579 -0.08 0.03 -0.04 -0.0079
C -6.4655 0.1678 1.2625 0.01 -0.06 -0.03 -1.0160
Cl -7.5035 -1.2487 1.0582 0.04 -0.03 0.02 0.5288
Cl -7.4106 1.6274 1.5877 0.12 0.09 0.03 0.5399
H -5.7977 -0.0079 2.0970 -0.09 0.01 0.04 -0.0366
H -5.8968 0.3174 0.3539 -0.11 0.00 -0.05 -0.0378
C -11.0253 1.3762 0.8949 0.03 0.04 0.06 -1.0126
Cl -12.1389 0.2211 1.6362 0.02 0.00 0.01 0.5181
Cl -10.7244 0.9956 -0.8058 0.01 0.04 -0.06 0.5035
H -11.4560 2.3686 0.9590 -0.07 -0.03 -0.06 0.0296
H -10.0793 1.3345 1.4197 -0.02 -0.08 0.00 -0.0426
C 7.5479 -4.5428 8.4962 -0.06 -0.12 0.09 -1.0160
Cl 8.6486 -5.8818 8.8138 -0.03 0.00 0.00 0.5258
Cl 8.3581 -3.2167 7.6382 0.00 0.05 0.07 0.5246
H 6.7295 -4.8992 7.8835 0.06 0.01 -0.07 -0.0214
H 7.1761 -4.1621 9.4401 0.10 0.05 0.01 0.0286
C -10.5325 -2.7709 -0.9425 -0.02 0.09 0.03 -1.0399
Cl -11.6338 -3.8758 -0.1114 0.01 0.02 0.04 0.5063
Cl -10.2299 -3.2730 -2.6110 0.10 -0.07 0.03 0.4859
H -10.9747 -1.7815 -0.9543 -0.06 -0.04 -0.05 -0.0380
H -9.5890 -2.7550 -0.4104 0.00 -0.08 -0.03 -0.0136
C -4.1272 -1.2554 4.8779 -0.05 -0.07 0.07 -1.0120
Cl -3.6589 0.0619 3.7883 0.02 0.06 0.04 0.5094
Cl -3.5167 -2.8137 4.3178 -0.02 0.00 0.03 0.5094
H -3.7183 -1.0514 5.8600 0.07 0.02 -0.04 0.0249
H -5.2091 -1.2988 4.9221 0.00 -0.01 -0.09 0.0283
C 9.7259 1.0288 -0.1770 0.16 0.08 0.04 -1.0019
Cl 8.5094 -0.0331 0.5559 0.22 0.08 0.02 0.4864
Cl 10.0076 0.6333 -1.8717 0.00 0.03 0.00 0.5246
H 9.3785 2.0534 -0.1072 -0.10 -0.04 -0.01 0.0274
H 10.6523 0.9032 0.3698 -0.01 -0.04 -0.03 -0.0414
C -12.7359 0.6906 -4.3896 -0.01 -0.08 0.08 -1.0470
Cl -11.5771 -0.5859 -3.9951 -0.08 0.04 0.00 0.4812
Cl -11.9618 2.0431 -5.2308 -0.20 -0.02 -0.16 0.4864
H -13.5100 0.2812 -5.0313 0.38 0.05 0.16 -0.1044
H -13.1676 1.0598 -3.4656 0.09 0.04 0.02 0.0294
C -8.6202 4.1621 -4.3972 -0.10 -0.13 -0.11 -1.0173
Cl -9.6032 3.3757 -3.1661 0.18 0.08 0.14 0.4840
Cl -7.5894 5.4380 -3.7199 0.03 0.02 -0.03 0.5089
H -7.9863 3.4163 -4.8618 0.05 0.01 0.07 0.0277
H -9.2760 4.6086 -5.1356 -0.01 0.08 0.06 0.0267
C 11.4045 -1.5176 2.7616 -0.10 -0.11 0.05 -1.0159
Cl 12.3686 -2.9519 3.1001 -0.03 0.01 0.01 0.5335
Cl 12.3809 -0.2247 2.0362 -0.02 0.03 0.00 0.5463
H 10.6142 -1.7802 2.0678 0.06 0.01 -0.07 0.0011
H 10.9844 -1.1498 3.6905 0.09 0.04 0.02 0.0273
C 14.6939 1.5923 4.6769 -0.04 -0.02 -0.02 -1.0439
Cl 15.6127 0.5107 5.7285 -0.06 -0.04 0.01 0.5053
Cl 15.7096 2.8756 4.0091 -0.06 0.03 -0.04 0.5020
H 14.2832 1.0137 3.8580 0.09 -0.02 -0.01 -0.0281
H 13.8960 2.0447 5.2542 0.07 0.04 0.06 0.0235
C -16.2808 -1.0696 -5.5226 -0.09 -0.06 0.02 -0.9824
Cl -15.2131 -1.9497 -4.4237 -0.03 -0.01 0.01 0.5372
Cl -15.4482 0.2858 -6.3021 -0.36 0.01 -0.25 0.5601
H -16.6272 -1.7493 -6.2917 0.09 0.00 -0.03 0.0268
H -17.1189 -0.6800 -4.9574 0.06 0.06 0.04 0.0276
C -3.8497 6.0692 -3.4554 -0.13 0.10 -0.05 -1.0385
Cl -2.7288 4.7486 -3.0771 0.00 -0.09 0.06 0.4681
Cl -3.0333 7.4095 -4.2611 -0.02 0.00 0.01 0.5153
H -4.6257 5.6872 -4.1077 0.07 -0.05 -0.04 -0.0094
H -4.2820 6.4280 -2.5291 0.09 -0.01 0.04 0.0265
```
Forces are in eV/Å.

Calculated values
total energy = -518551.5720 eV
net charge = +1

[2]
The following is a DFT calculation (ωB97M-V/def2-TZVPD) of 3 unconnected molecules or ions with the total composition C26H42BrClF9NO14P2S in a non-equilibrium geometry.

Structure (XYZ):
```
97
Properties=species:S:1:pos:R:3:forces:R:3:lowdin_charge:R:1
C 2.1935 1.9538 -2.7472 -0.19 0.20 0.28 0.0379
C 2.7001 0.8711 -3.3081 -0.71 1.05 -0.33 -0.1741
C 2.2387 0.2775 -4.6398 1.53 -1.08 1.72 -0.3608
C 2.6245 1.0393 -5.9254 -0.77 1.41 -0.28 -0.1103
C 2.5961 2.5938 -5.8045 1.60 -0.90 0.05 -0.2085
C 3.9951 3.0715 -5.3353 -0.28 0.08 -0.24 -0.0926
C 0.8117 -0.3557 -4.6218 -0.81 -0.75 -0.36 -0.6434
Cl -0.0151 -0.4102 -3.0563 0.22 -0.19 -0.20 0.8111
S -0.4248 0.4052 -5.7609 1.32 1.32 -1.49 0.7482
O -0.2958 1.8268 -5.6800 -0.54 0.23 0.95 -0.2484
O -0.2019 -0.1561 -7.0566 -0.27 -0.73 -0.07 -0.2330
C -2.1659 -0.0575 -5.3130 -0.57 -1.07 0.98 -0.4800
F -2.6289 0.6176 -4.2537 0.18 0.68 -0.20 0.1091
F -2.1921 -1.3509 -4.9577 0.23 -0.17 -0.40 0.1177
C -3.2152 0.0906 -6.4623 0.23 -0.12 -0.55 -0.3804
F -2.9597 -0.7604 -7.4630 0.53 0.04 0.01 0.1739
F -4.3809 -0.3149 -5.9363 -0.13 0.39 0.32 0.1740
C -3.3897 1.4936 -7.1078 -0.80 0.02 -0.32 -0.3524
F -2.3071 1.8805 -7.7838 0.44 -0.06 0.45 0.1779
F -4.3611 1.3404 -8.0346 -0.28 -0.20 0.21 0.1605
C -3.8696 2.6480 -6.1843 -0.19 0.94 -0.35 -0.5514
F -2.8991 3.1582 -5.4383 0.17 -0.34 0.09 0.1869
F -4.8879 2.3017 -5.4064 0.10 -0.33 0.06 0.1939
F -4.3000 3.6254 -6.9946 0.05 -0.01 -0.01 0.1743
C 1.0774 -1.7678 -5.3115 -0.47 -0.57 -0.19 -0.5340
O 0.3262 -2.6727 -5.4958 0.75 1.17 0.16 0.1827
O 2.4022 -1.7564 -5.7232 -0.04 -0.49 0.05 0.0086
C 3.0546 -1.0680 -4.6877 -0.72 -0.63 -0.16 -0.6121
Br 2.7423 -2.3206 -3.1195 0.13 0.33 0.40 0.8748
C 4.5871 -0.9764 -4.7504 -0.12 0.12 -0.89 -0.2055
O 5.1043 -1.3901 -6.0131 -0.15 0.63 0.08 -0.1040
N 6.0689 -2.4286 -5.7402 0.39 -0.21 0.50 -0.0041
O 7.1164 -2.1295 -6.1218 -0.08 -0.18 -0.46 0.1189
H 1.3998 2.5452 -3.1833 -0.09 -0.10 -0.08 0.0725
H 2.5207 2.2769 -1.7675 0.15 0.01 -0.02 0.0764
H 3.4681 0.3559 -2.7487 0.04 -0.22 -0.17 0.0932
H 3.6262 0.7966 -6.2803 -0.01 -0.37 0.18 0.1219
H 1.9528 0.8073 -6.7488 0.02 -0.51 0.12 0.1052
H 2.4913 2.9437 -6.8288 -0.56 0.29 0.12 0.1116
H 1.8020 2.9339 -5.1575 -0.17 0.15 -0.23 0.0707
H 4.5309 2.2966 -4.7885 -0.10 0.07 0.27 0.0510
H 3.9447 3.9685 -4.7201 0.09 0.01 0.01 0.0730
H 4.6102 3.2797 -6.2124 0.03 0.14 0.03 0.0739
H 5.0350 -1.5723 -3.9623 -0.06 -0.13 0.02 0.0783
H 4.9042 0.0557 -4.5875 -0.12 0.06 -0.03 0.1213
C -1.7473 -5.5844 2.0928 -0.05 0.12 0.16 -0.0806
C -1.7776 -4.5354 0.9966 0.16 -0.20 -0.32 -0.2891
O -2.8616 -3.6239 1.1546 0.57 0.13 0.82 -0.2061
P -2.6630 -2.1784 1.9424 -4.14 -1.83 -5.75 0.6048
O -1.3971 -1.6878 1.3202 0.86 0.24 3.29 -0.2351
O -3.7841 -1.2569 1.2069 0.20 0.10 0.90 -0.2033
C -3.4174 -0.0363 0.5646 0.22 0.16 -0.26 -0.2842
C -3.1301 -0.2606 -0.9064 -0.15 -0.08 -0.21 -0.0824
O -3.8487 -2.6235 3.0212 2.33 1.61 1.47 -0.1880
C -3.6102 -3.4528 4.1579 -0.41 -0.53 0.08 -0.2846
C -2.4034 -3.0654 4.9608 0.37 0.28 0.01 -0.0874
H -1.4715 -5.1406 3.0529 0.04 -0.02 -0.01 0.0601
H -1.0148 -6.3594 1.8626 0.00 0.02 -0.03 0.0784
H -2.7261 -6.0508 2.2109 0.01 -0.04 -0.08 0.0783
H -0.8227 -4.0077 0.9517 -0.07 0.11 -0.03 0.1038
H -1.9232 -5.0280 0.0334 -0.07 0.08 -0.02 0.1177
H -2.5659 0.4223 1.0671 0.08 -0.13 -0.03 0.1042
H -4.2560 0.6526 0.6785 -0.10 -0.16 0.07 0.1168
H -2.4852 -1.1248 -1.0659 0.14 0.07 0.16 0.0660
H -2.6558 0.6193 -1.3457 -0.03 0.01 0.01 0.0676
H -4.0567 -0.4579 -1.4488 0.00 0.04 0.00 0.0796
H -3.5710 -4.4933 3.8281 0.16 0.03 -0.07 0.0998
H -4.4886 -3.3695 4.8005 -0.13 0.13 -0.23 0.1229
H -1.5004 -3.0199 4.3396 0.01 -0.11 0.05 0.0606
H -2.2343 -3.7878 5.7595 0.05 0.01 -0.01 0.0894
H -2.5380 -2.0798 5.4095 0.01 -0.01 0.01 0.0843
C -1.4290 3.4141 7.8033 0.20 0.03 0.06 -0.0773
C -1.2684 2.0606 7.1367 -0.46 0.01 0.02 -0.2864
O -0.0164 1.9427 6.4652 0.63 0.13 1.02 -0.1905
P 1.2837 1.2641 7.2065 -1.02 -1.14 -6.23 0.5513
O 0.7642 0.0312 7.8586 0.94 1.65 2.41 -0.2335
O 2.0955 0.6686 5.9278 0.17 0.40 0.49 -0.2040
C 2.4213 -0.7182 5.8445 -0.17 -0.30 0.04 -0.2860
C 1.3553 -1.4855 5.0884 -0.07 0.02 -0.33 -0.0768
O 2.2377 2.5910 7.1259 -0.21 -1.09 2.45 -0.1772
C 2.1546 3.6334 8.0990 -0.02 0.62 0.20 -0.2757
C 2.0630 3.1290 9.5242 0.02 -0.19 -0.04 -0.0846
H -0.7538 3.5129 8.6570 -0.04 -0.01 0.02 0.0586
H -2.4483 3.5438 8.1694 0.00 -0.03 -0.02 0.0793
H -1.2017 4.2199 7.1046 -0.07 -0.02 -0.04 0.0814
H -1.4014 1.2596 7.8670 0.13 -0.08 -0.07 0.1066
H -2.0422 1.9403 6.3764 0.11 -0.04 -0.07 0.1176
H 2.5780 -1.1368 6.8382 -0.14 0.05 0.04 0.1029
H 3.3750 -0.7938 5.3197 -0.02 0.20 -0.05 0.1162
H 0.3493 -1.2306 5.4216 0.08 -0.01 0.26 0.0636
H 1.5020 -2.5610 5.2034 0.01 0.00 -0.01 0.0780
H 1.3989 -1.2427 4.0247 0.01 -0.04 0.00 0.0776
H 1.3196 4.2940 7.8525 -0.11 -0.15 -0.02 0.1042
H 3.0599 4.2317 7.9892 0.03 -0.13 -0.15 0.1211
H 1.2241 2.4355 9.6557 -0.02 0.10 0.02 0.0649
H 1.9258 3.9627 10.2129 -0.02 0.00 -0.01 0.0851
H 2.9739 2.5973 9.8026 -0.01 0.00 0.00 0.0859
```
Forces are in eV/Å.

Calculated values
SMILES = C=C[C@]1(CCC)[C@@](Cl)(S(=O)(=O)C(F)(F)C(F)(F)C(F)(F)C(F)(F)F)C(=O)O[C@@]1(Br)CON=O.CCOP(=O)(OCC)OCC.CCOP(=O)(OCC)OCC
total energy = -194229.2579 eV

[3]
The following is a DFT calculation (ωB97M-V/def2-TZVPD) of 5 unconnected molecules or ions with the total composition C26H42BrFN2O5 in a non-equilibrium geometry.

Structure (XYZ):
```
77
Properties=species:S:1:pos:R:3:forces:R:3:lowdin_charge:R:1
C 1.3955 -2.8561 3.1505 -8.82 4.50 -3.35 0.1244
C 0.2051 -2.2326 2.6680 8.08 -3.61 3.11 -0.0443
C -1.0907 -1.5112 1.8948 1.56 -0.11 -0.68 -0.3692
C -1.3216 0.0461 2.3454 -0.57 8.10 3.97 -0.0294
N -1.4357 1.2774 2.7998 0.99 -11.94 -4.42 0.1406
C -0.7360 -1.5020 0.2840 0.96 0.38 -0.98 -0.1750
C 0.7798 -0.8756 -0.0435 -0.63 0.07 0.62 -0.0991
F 0.6769 0.1602 -1.1371 0.09 -2.53 2.25 -0.1520
C -2.3723 -2.5091 2.1527 0.86 -1.74 1.35 -0.6351
Br -3.6520 -2.5772 0.5647 0.91 0.14 1.51 0.7697
C -1.7219 -4.0504 2.2087 4.38 -7.61 0.23 -0.1734
N -1.1221 -5.2180 2.2620 -5.91 10.95 -0.56 0.1148
C -3.1318 -2.3049 3.5886 -1.17 -1.16 0.47 -0.1648
C -4.2391 -1.1031 3.6426 1.00 2.13 0.86 -0.2658
O -5.3912 -1.4717 4.4810 0.25 1.23 -0.29 -0.1432
H 2.2814 -3.4517 3.6443 -2.38 1.56 -1.29 0.0716
H -0.7518 -2.6317 -0.0856 -0.15 2.52 0.82 0.1293
H -1.4772 -0.8276 -0.3591 1.38 -1.64 1.70 0.1270
H 1.1998 -0.3071 0.9092 -0.71 -1.20 -2.25 0.1334
H 1.4511 -1.7872 -0.3745 -1.11 2.36 0.42 0.1371
H -2.3478 -2.2351 4.4862 -1.53 0.07 -2.24 0.1534
H -3.7265 -3.3190 3.7969 1.24 2.21 -0.58 0.1421
H -3.7112 -0.1848 4.1926 -0.96 -1.88 -1.36 0.1226
H -4.5933 -0.6915 2.6071 0.76 -1.19 1.72 0.1022
H -5.8731 -0.6429 4.8208 1.44 -1.77 -1.02 0.1213
C 2.7456 4.3256 -1.3000 -0.39 0.51 0.06 -0.1669
C 4.2076 3.9878 -1.1622 0.53 -0.07 -0.38 -0.1731
C 4.2263 3.1758 0.1145 -0.07 -0.14 0.44 -0.2080
O 2.9601 2.5077 0.2012 0.25 0.24 -0.15 -0.1462
C 2.0802 3.0691 -0.7826 -0.40 -0.38 -0.11 -0.2024
H 2.4468 4.5767 -2.3209 0.00 -0.04 0.12 0.1185
H 2.4979 5.1741 -0.6511 -0.04 -0.07 -0.10 0.1090
H 4.5253 3.3643 -2.0063 0.03 0.08 0.10 0.0970
H 4.8595 4.8641 -1.1201 -0.04 -0.11 0.02 0.1159
H 4.3248 3.8206 0.9942 0.12 0.02 0.00 0.1171
H 5.0337 2.4381 0.1303 -0.09 0.01 0.09 0.1044
H 1.9558 2.3289 -1.5805 -0.06 0.05 -0.03 0.0998
H 1.1027 3.2659 -0.3337 0.16 -0.06 0.02 0.1083
C -4.7904 -6.3898 -2.2639 -0.44 -0.21 0.42 -0.1811
C -4.7370 -5.7523 -3.6283 0.03 -0.18 -0.63 -0.1832
C -4.1248 -4.4025 -3.3236 0.09 0.42 0.06 -0.2081
O -3.2631 -4.5824 -2.1912 -0.26 -0.18 -0.14 -0.1861
C -3.5201 -5.8743 -1.6236 0.45 -0.04 0.18 -0.2142
H -4.8419 -7.4811 -2.2904 0.02 0.13 0.04 0.1165
H -5.6634 -6.0179 -1.7145 0.08 -0.09 -0.03 0.1175
H -4.0685 -6.3271 -4.2801 -0.10 0.08 0.03 0.1176
H -5.7114 -5.6782 -4.1177 0.12 0.02 0.04 0.1156
H -4.8918 -3.6714 -3.0469 -0.06 0.03 -0.11 0.1154
H -3.5496 -4.0037 -4.1642 0.02 0.02 0.16 0.1187
H -2.6667 -6.5190 -1.8607 -0.04 -0.06 0.09 0.1202
H -3.6022 -5.7898 -0.5365 0.10 0.09 -0.08 0.1039
C -0.6113 6.6095 2.6609 -0.28 0.59 0.05 -0.1846
C -0.7971 5.2095 3.1864 0.18 -0.36 0.49 -0.1803
C -1.0333 4.4228 1.9157 -0.13 -0.40 -0.30 -0.2154
O -0.3060 5.0876 0.8734 0.00 0.29 0.28 -0.1541
C 0.1257 6.3650 1.3623 0.29 -0.09 -0.34 -0.2109
H -0.0661 7.2664 3.3432 -0.05 -0.05 -0.10 0.1147
H -1.5890 7.0619 2.4563 0.12 0.01 0.02 0.1165
H 0.1262 4.8695 3.6702 -0.12 -0.01 -0.02 0.1188
H -1.6148 5.1144 3.9053 0.09 -0.02 -0.10 0.1154
H -2.0926 4.4250 1.6378 -0.04 -0.08 0.07 0.1183
H -0.6958 3.3854 1.9961 -0.05 0.26 -0.14 0.0717
H 1.2078 6.3121 1.5244 0.03 0.11 0.02 0.1132
H -0.0777 7.1347 0.6127 0.03 -0.13 -0.03 0.1177
C 4.6461 -0.5182 -4.0345 -0.31 -0.21 -0.55 -0.1803
C 4.6568 0.6777 -3.1178 0.30 0.54 0.06 -0.1843
C 4.2184 0.0724 -1.8021 -0.35 -0.03 0.42 -0.1986
O 4.6783 -1.2862 -1.7954 0.05 0.09 -0.36 -0.1359
C 5.1200 -1.6244 -3.1174 0.25 -0.29 0.27 -0.2076
H 5.2760 -0.3992 -4.9197 -0.06 -0.05 0.09 0.1149
H 3.6212 -0.7217 -4.3671 0.12 0.01 0.00 0.1188
H 5.6778 1.0670 -3.0282 -0.09 0.02 -0.01 0.1194
H 4.0082 1.4923 -3.4498 0.04 -0.09 0.06 0.1100
H 3.1268 0.0561 -1.7162 0.05 0.16 0.04 0.1010
H 4.6286 0.6042 -0.9387 -0.09 -0.20 -0.05 0.1044
H 6.2137 -1.6831 -3.0992 0.01 -0.05 -0.11 0.1161
H 4.7226 -2.6031 -3.3999 0.03 0.05 0.13 0.1167
```
Forces are in eV/Å.

Calculated values
SMILES = C#C[C@@](C#N)(CCF)[C@@](Br)(C#N)CCO.C1CCOC1.C1CCOC1.C1CCOC1.C1CCOC1
total energy = -113607.1090 eV

Number 1: E_HOMO -0.419 hartree. Number 2: E_HOMO -0.371 hartree. Number 3: E_HOMO -0.335 hartree.